(1)
Density functional theory data (ωB97M-V with the def2-TZVPD basis set) for a 17-piece molecular cluster, C50H110F18N19O38S18 overall.

```
! RIJCOSX wB97M-V def2-TZVPD def2/J DEFGRID3
* xyz -1 1
C 0.6890 -2.4336 -0.8733
C 1.0482 -1.1377 -1.5243
N 0.4521 0.0498 -0.7741
C -0.8830 0.2481 -0.5077
C -1.0185 1.3054 0.3386
N 0.2420 1.8481 0.4847
C 1.0895 1.0861 -0.2280
C 0.4887 3.0639 1.1786
H 0.2741 -3.1586 -1.5735
H 0.0572 -2.3546 0.0114
H 1.5749 -2.8643 -0.4066
H 0.8048 -1.0956 -2.5859
H 2.1335 -1.0427 -1.5590
H -1.6253 -0.4198 -0.9190
H -1.8771 1.6645 0.8865
H 2.1537 1.2625 -0.2814
H -0.0524 3.9129 0.7609
H 1.5390 3.3227 1.0444
H 0.4074 3.0963 2.2651
C -11.1304 1.5174 4.5281
C -10.1097 1.2397 5.7136
N -8.6789 1.4290 5.3238
C -8.0686 0.6176 4.3566
C -6.7844 1.1198 4.1121
N -6.5312 2.1039 5.0755
C -7.7087 2.3279 5.7402
C -5.2354 2.7408 5.3317
H -12.1789 1.4104 4.8060
H -11.0193 0.9425 3.6087
H -10.9043 2.4972 4.1075
H -10.2620 0.2026 6.0126
H -10.3672 1.8004 6.6122
H -8.7943 -0.0116 3.8627
H -5.9842 0.8303 3.4471
H -7.8606 3.1030 6.4767
H -4.5204 2.0590 5.7921
H -5.2446 3.6315 5.9599
H -4.8851 3.1408 4.3802
C -0.3123 -9.6361 -1.7701
C -1.1693 -8.4910 -2.1932
O -1.9458 -8.5694 -3.1193
N -0.9199 -7.2166 -1.4115
H -1.4303 -7.3164 -0.5457
H 0.0306 -7.1553 -1.0758
C -1.4161 -5.9419 -2.2236
H -0.4915 -10.6395 -2.1563
H -0.1402 -9.6879 -0.6951
H 0.6945 -9.5347 -2.1751
H -2.4219 -5.5755 -2.0182
H -1.3614 -6.1137 -3.2986
H -0.8676 -5.0517 -1.9160
C -7.1097 0.6821 -2.5654
C -5.7917 1.0622 -3.2047
O -5.7342 1.3739 -4.4269
N -4.5164 1.0131 -2.3971
H -4.5918 1.7377 -1.6976
H -4.3899 0.2079 -1.8007
C -3.2395 1.1088 -3.3215
H -7.2488 -0.3823 -2.3764
H -7.9661 0.8972 -3.2045
H -7.2492 1.1795 -1.6056
H -2.4796 0.7418 -2.6316
H -3.0591 2.1419 -3.6184
H -3.2467 0.3797 -4.1317
C -1.1316 -1.3666 3.7526
C -0.9069 -2.8343 3.2406
C 0.5773 -3.3220 3.4755
N 0.8186 -4.8757 3.0811
C 0.2008 -5.3326 1.7113
C 2.2608 -5.2702 3.1686
C 2.1309 -6.7607 3.4558
C 0.8331 -7.0033 4.1748
C 0.0921 -5.6984 4.1696
H -1.1003 -1.3299 4.8416
H -2.0901 -0.9523 3.4400
H -0.4060 -0.6218 3.4258
H -1.0872 -2.8686 2.1661
H -1.6197 -3.5584 3.6351
H 0.8629 -3.3295 4.5274
H 1.2792 -2.7750 2.8461
H -0.8659 -5.2913 1.4907
H 0.5315 -6.3372 1.4478
H 0.5324 -4.5715 1.0050
H 2.7099 -5.1416 2.1837
H 2.8271 -4.8785 4.0136
H 2.1140 -7.3765 2.5566
H 2.9770 -6.9899 4.1037
H 0.3135 -7.7855 3.6214
H 0.9651 -7.3481 5.2004
H -0.9656 -5.8519 3.9554
H -0.0573 -5.2010 5.1279
C -2.7122 5.2611 5.6060
C -2.5793 6.3852 4.5987
C -1.2327 6.2630 3.8630
N -0.9568 7.1574 2.6858
C -1.9032 6.8325 1.5128
C 0.5032 7.0627 2.0897
C 0.6979 8.4064 1.4009
C -0.4349 9.4274 1.8612
C -1.1650 8.6745 2.9821
H -1.9857 5.4807 6.3883
H -2.4977 4.3060 5.1266
H -3.7176 5.2676 6.0272
H -2.6417 7.2859 5.2094
H -3.4265 6.3595 3.9133
H -1.1492 5.2704 3.4206
H -0.4150 6.4220 4.5660
H -1.8468 5.7549 1.3588
H -1.7730 7.3727 0.5750
H -2.9205 6.9856 1.8730
H 0.5828 6.2158 1.4082
H 1.2203 6.8326 2.8777
H 0.5231 8.1388 0.3588
H 1.7401 8.7173 1.4725
H -1.1388 9.7025 1.0757
H 0.0207 10.3607 2.1920
H -2.2355 8.7952 3.1481
H -0.6588 8.9285 3.9134
C 4.3676 5.4270 -2.6687
C 4.4616 3.9549 -2.3344
C 6.0042 3.5057 -2.3566
N 6.2409 2.0989 -1.7845
C 5.8118 1.9478 -0.3355
C 7.7190 1.6927 -1.9669
C 7.7403 0.2401 -2.2174
C 6.2525 -0.2231 -2.5402
C 5.4814 1.0767 -2.6111
H 4.4047 5.5634 -3.7495
H 5.2415 5.9557 -2.2879
H 3.6015 6.0241 -2.1740
H 3.8641 3.3434 -3.0105
H 4.0457 3.7286 -1.3526
H 6.6813 4.2228 -1.8926
H 6.2676 3.5082 -3.4143
H 6.1961 0.9926 0.0222
H 4.7367 1.9259 -0.1570
H 6.2004 2.7858 0.2431
H 8.2705 2.1577 -1.1499
H 8.1269 2.2020 -2.8401
H 8.1060 -0.3189 -1.3561
H 8.5531 0.0389 -2.9152
H 5.7844 -0.8000 -1.7426
H 6.2485 -0.8692 -3.4181
H 4.4599 0.9459 -2.2539
H 5.3751 1.4134 -3.6423
C 2.1188 0.5607 -4.2984
C 2.8080 -0.7723 -4.6496
C 2.1815 -1.5352 -5.8504
N 2.8687 -2.8782 -6.3177
C 2.0057 -3.6100 -7.4221
C 4.1735 -2.5856 -7.0252
C 5.2867 -3.3243 -6.2222
C 4.7626 -3.4947 -4.8123
C 3.2759 -3.7979 -5.1671
H 1.0587 0.4812 -4.0577
H 2.3000 1.2854 -5.0921
H 2.5989 1.1861 -3.5457
H 2.7196 -1.3865 -3.7534
H 3.8846 -0.6221 -4.7310
H 1.9689 -0.9184 -6.7236
H 1.2194 -1.9326 -5.5269
H 2.6702 -4.3376 -7.8879
H 1.8373 -2.9224 -8.2509
H 1.1262 -4.0214 -6.9268
H 4.2071 -2.7824 -8.0968
H 4.4216 -1.5256 -6.9716
H 5.7697 -4.2181 -6.6171
H 6.1358 -2.6439 -6.2878
H 5.2823 -4.1966 -4.1600
H 4.7992 -2.5747 -4.2288
H 3.1917 -4.8422 -5.4678
H 2.6351 -3.5346 -4.3255
N 0.7253 3.5144 6.4323
S 0.2104 1.9966 5.9259
O 0.6947 0.7406 6.6078
O -0.2221 1.9132 4.5281
F -1.2022 2.0478 6.7020
S 1.8199 3.4920 5.3658
O 1.5220 4.1052 4.1057
O 2.9081 2.5247 5.4971
F 2.5843 4.8042 5.9828
N 1.7346 -6.7209 -0.9054
S 2.7729 -5.6782 -1.6925
O 3.3664 -6.1852 -2.9291
O 3.4609 -4.6618 -0.9583
F 1.6123 -4.7720 -2.3155
S 2.8244 -7.6309 -0.4567
O 3.7244 -7.3812 0.6875
O 3.3343 -8.5857 -1.4438
F 1.7099 -8.5232 0.2771
N -4.0841 -1.1911 -0.9739
S -4.1192 -1.8619 0.3418
O -3.0280 -2.7323 0.8062
O -5.4699 -2.1248 0.9266
F -3.7416 -0.5343 1.1407
S -3.6748 -2.6227 -1.7922
O -4.6583 -3.7237 -1.7201
O -2.2692 -3.0011 -1.9099
F -3.9567 -2.0536 -3.2953
N -4.9103 2.8848 -0.4398
S -3.9431 3.9616 0.0504
O -3.0201 3.6698 1.1065
O -4.3639 5.3600 -0.0259
F -2.9479 3.8139 -1.2419
S -6.0372 3.3282 0.7636
O -6.9043 4.4807 0.4598
O -5.6061 3.0054 2.1165
F -7.0389 2.1455 0.4341
N 5.0845 6.9529 2.2351
S 4.5755 6.2264 1.0253
O 3.3558 5.4154 1.0049
O 5.6153 6.0126 0.0043
F 4.0171 7.6154 0.5051
S 5.4224 5.6026 3.1157
O 6.4479 4.7383 2.6466
O 4.3649 5.0311 3.9142
F 6.2937 6.4359 4.2556
N 3.8092 -0.0788 0.8550
S 4.4835 -1.3344 1.1844
O 3.7238 -2.3398 1.9369
O 5.9146 -1.2304 1.3537
F 4.2649 -1.9621 -0.2736
S 3.1622 0.2981 2.4019
O 3.9852 -0.0441 3.5562
O 1.6932 0.3913 2.5720
F 3.5244 1.9050 2.2767
N -2.0529 -7.3727 0.8857
S -3.5811 -6.7235 1.1821
O -3.8662 -6.0673 2.4284
O -4.6923 -7.4376 0.5582
F -3.2915 -5.5452 0.1864
S -2.2785 -8.4826 1.8739
O -3.2307 -9.5301 1.5455
O -1.9938 -8.2004 3.3092
F -0.8951 -9.2183 1.5715
N -1.0663 -3.1459 -6.4394
S -1.7150 -1.6934 -5.8186
O -1.2069 -1.1502 -4.5355
O -3.0556 -1.3180 -6.2247
F -0.7547 -0.7723 -6.8611
S -1.2319 -4.0275 -5.2857
O -2.5577 -4.0750 -4.6504
O -0.0719 -4.2330 -4.4161
F -1.1363 -5.3480 -6.1839
N 0.5230 5.8575 -3.5355
S 0.7012 5.6549 -1.8404
O 1.5632 4.6365 -1.1998
O -0.4875 6.0563 -1.0802
F 1.4835 7.0347 -1.7035
S 0.3787 4.4636 -3.8934
O -0.8339 3.8112 -3.4847
O 1.6052 3.7185 -4.1048
F 0.1013 4.8076 -5.4167
*
```

## Properties
* relative energy (zero: lowest compared OMol25 entry of this formula, charge and spin): 0.0 kJ/mol
* HOMO level: -7.36 eV
* gap between HOMO and LUMO: 7.65 eV

Atom charges from the Mulliken analysis, given in e for atoms 1 to 99: C 1.322; C 1.191; N 0.934; C -0.171; C -1.482; N 1.214; C 0.066; C 0.125; H -0.898; H 0.038; H -0.061; H -1.137; H -0.614; H -0.109; H 1.039; H -0.074; H -0.150; H -0.260; H -0.065; C -1.092; C -0.527; N 0.181; C -0.870; C -0.725; N 0.428; C -0.019; C -0.844; H 0.359; H 0.370; H 0.337; H 0.308; H 0.365; H 0.416; H 1.034; H 0.398; H 0.434; H 0.220; H 0.253; C -1.010; C 1.156; O -0.522; N 2.348; H -0.205; H -0.508; C -0.864; H 0.395; H 0.155; H 0.226; H 0.471; H 0.553; H -0.144; C -0.919; C 0.911; O -0.520; N 1.158; H 0.191; H 0.465; C -0.740; H 0.252; H 0.383; H 0.067; H -0.089; H 0.646; H 0.367; C -1.232; C 0.770; C -0.775; N 0.408; C -0.031; C -0.285; C -0.550; C -0.585; C -0.634; H 0.507; H 0.350; H -0.136; H -0.719; H 0.518; H 0.596; H 0.199; H -0.055; H 0.259; H -0.297; H 0.058; H 0.645; H -0.126; H 0.545; H 0.143; H 0.357; H 0.255; H 0.686; C -1.003; C -0.491; C -0.297; N 0.889; C -1.396; C 0.353; C -0.453; C -1.077

(2)
Density functional theory data (ωB97M-V with the def2-TZVPD basis set) for a 2-piece molecular cluster, C3H7NO overall.

```
! RIJCOSX wB97M-V def2-TZVPD def2/J DEFGRID3
* xyz 0 1
C 2.1518 0.0549 1.6615
C 3.2969 0.2895 1.0534
H 1.2718 -0.2348 1.0905
H 1.9371 0.1521 2.7190
H 3.4212 0.1492 0.0057
H 4.1823 0.5328 1.6274
C -1.5637 -0.4195 -0.7795
N -2.0270 0.7553 -0.2768
O -1.8066 -0.8668 -1.8735
H -0.8616 -0.9480 -0.1127
H -2.4728 1.3561 -0.9522
H -2.1192 0.9413 0.7045
*
```

## Properties
* SMILES string: NC=O.C=C
* relative energy (zero: lowest compared OMol25 entry of this formula, charge and spin): 148.7 kJ/mol
* HOMO level: -10.16 eV
* gap between HOMO and LUMO: 11.02 eV

And the natural (NBO) charges, in e, turn out to be: C -0.383; C -0.379; H 0.178; H 0.193; H 0.197; H 0.192; C 0.526; N -0.836; O -0.588; H 0.099; H 0.399; H 0.401

(3)
Density functional theory data (ωB97M-V with the def2-TZVPD basis set) for one molecule with the formula C5H12BrNO.

```
! RIJCOSX wB97M-V def2-TZVPD def2/J DEFGRID3
* xyz 0 1
C -2.5634 1.3068 -0.0809
C -1.5665 0.0255 -0.2207
C -0.3805 0.0737 0.6626
C 0.6249 -1.1716 0.4420
C 2.3290 -0.3446 -0.8289
N 3.6125 -0.6584 0.4465
O 1.3522 -1.2043 -0.7397
Br 5.1288 0.1767 0.0145
H -1.8549 2.2749 -0.3008
H -3.4668 1.1196 -0.7256
H -3.0067 1.4975 0.9854
H -2.0493 -0.8368 -0.0478
H -1.1881 0.0198 -1.1494
H 0.3661 0.8787 0.5656
H -0.7197 0.0986 1.7934
H 1.3179 -1.4251 1.2439
H -0.1032 -1.9912 0.2680
H 2.8696 -0.3257 -1.7055
H 1.9880 0.7558 -0.5379
H 3.7551 -1.7517 0.3903
*
```

## Properties
* SMILES string: CCCCOCNBr
* relative energy (zero: lowest compared OMol25 entry of this formula, charge and spin): 460.9 kJ/mol
* HOMO level: -8.60 eV
* gap between HOMO and LUMO: 9.39 eV

And the natural (NBO) charges, in e, turn out to be: C -0.619; C -0.405; C -0.415; C -0.072; C 0.164; N -0.841; O -0.503; Br 0.177; H 0.212; H 0.219; H 0.209; H 0.194; H 0.197; H 0.205; H 0.210; H 0.201; H 0.180; H 0.178; H 0.148; H 0.360

(4)
Density functional theory data (ωB97M-V with the def2-TZVPD basis set) for C24H45FHfP2 as an isolated structure.

```
! RIJCOSX wB97M-V def2-TZVPD def2/J DEFGRID3
* xyz 2 1
Hf -0.1366 -0.0341 -0.0131
C 1.5346 -1.7999 -0.5609
C 0.2950 -2.0311 -1.2691
C 1.2846 -0.1050 -2.1323
C 2.1572 -0.6416 -1.1323
C 0.1337 -0.9706 -2.2324
C 2.1717 -2.7699 0.3625
H 1.4169 -3.3411 0.9204
H 2.8211 -2.2641 1.0849
H 2.7893 -3.4979 -0.1901
C 3.5335 -0.1594 -0.8570
H 4.0077 -0.7281 -0.0426
H 3.5371 0.9129 -0.6035
H 4.1655 -0.2935 -1.7481
C 1.5905 1.0196 -3.0522
H 1.9734 0.6489 -4.0152
H 2.3638 1.6767 -2.6351
H 0.6914 1.6133 -3.2737
C -0.8672 -0.9634 -3.3245
H -0.5389 -1.5846 -4.1750
H -1.0282 0.0530 -3.7103
H -1.8332 -1.3591 -2.9827
C -0.4534 -3.2999 -1.2433
H 0.0600 -4.1038 -1.7984
H -1.4500 -3.1838 -1.6821
H -0.6019 -3.6526 -0.2146
C -2.6236 -1.2276 1.7777
C -2.0149 -2.3850 1.4448
C -2.7970 -3.6665 1.2230
C -3.5967 -3.7902 -0.1066
C -3.5985 -2.5618 -0.9859
C -4.1956 -1.4117 -0.6162
C -4.9791 -1.3089 0.6720
C -4.1258 -1.1418 1.9556
H -3.4906 -3.8730 2.0613
H -4.6273 -4.1256 0.1252
H -2.0866 -4.5148 1.2630
H -4.4908 -1.8630 2.7109
H -2.1028 -0.3389 2.1685
H -0.9327 -2.5509 1.5548
H -4.3692 -0.1591 2.3961
H -5.6588 -0.4464 0.5850
H -4.3651 -0.5969 -1.3252
H -5.6592 -2.1731 0.8017
H -3.1826 -4.6283 -0.6905
H -3.3490 -2.7510 -2.0352
P 0.9125 -0.0332 2.6212
C 2.7060 0.2983 2.7339
H 2.9584 0.5146 3.7837
H 2.9516 1.1677 2.1067
H 3.2835 -0.5717 2.3895
C 0.2278 1.3502 3.6000
H 0.7989 1.4496 4.5361
H -0.8286 1.1579 3.8272
H 0.3103 2.2783 3.0177
C 0.6905 -1.4688 3.7227
H -0.3820 -1.6403 3.8753
H 1.1900 -1.2637 4.6838
H 1.1379 -2.3545 3.2485
P -1.9089 1.8839 -0.7440
C -2.8361 1.6543 -2.2845
H -3.7145 2.3185 -2.2759
H -3.1580 0.6094 -2.3775
H -2.1869 1.9067 -3.1404
C -3.2044 2.1816 0.5017
H -3.9430 1.3722 0.4873
H -3.6871 3.1485 0.2874
H -2.7423 2.2214 1.4975
C -1.1611 3.5392 -0.9607
H -1.9414 4.2572 -1.2578
H -0.3855 3.4936 -1.7351
H -0.6989 3.8632 -0.0218
F 0.9538 1.5437 0.1160
*
```

## Properties
* relative energy (zero: lowest compared OMol25 entry of this formula, charge and spin): 11.8 kJ/mol
* HOMO level: -14.60 eV
* gap between HOMO and LUMO: 7.92 eV

And the Mulliken charges, in e, turn out to be: Hf 0.516; C 0.345; C 0.551; C 0.638; C 1.082; C 0.582; C -1.424; H 0.219; H 0.349; H 0.349; C -1.845; H 0.407; H 0.354; H 0.350; C -1.643; H 0.334; H 0.429; H 0.250; C -1.419; H 0.314; H 0.431; H 0.272; C -0.757; H 0.312; H 0.241; H 0.076; C -0.076; C 0.349; C -1.491; C -1.440; C -0.307; C -0.459; C -1.367; C -1.420; H 0.447; H 0.556; H 0.467; H 0.481; H 0.277; H 0.834; H 0.458; H 0.448; H 0.728; H 0.408; H 0.294; H 1.092; P 1.023; C -1.208; H 0.547; H 0.285; H 0.292; C -1.286; H 0.478; H 0.375; H 0.353; C -1.333; H 0.349; H 0.502; H 0.338; P 0.923; C -1.304; H 0.531; H 0.117; H 0.415; C -1.181; H 0.129; H 0.554; H 0.362; C -1.262; H 0.485; H 0.336; H 0.366; F -0.777